No. 1
The following is a DFT calculation (wB97M-V/def2-TZVPD) of 2 unconnected molecules or ions with the total composition C5H14 in a non-equilibrium geometry.

Properties
Net charge ... 0
Frontier orbital gap ... 11.974 eV
LUMO level ... 1.08 eV
SMILES ... CCC.CC
Energy relative to the best compared isomer or geometry (same formula, charge and spin) ... 31.1 kcal/mol

CARTESIAN COORDINATES (ANGSTROEM)
C: 0.720 -0.334 1.893
C: -0.977 0.866 -1.322
C: 0.780 -1.377 0.823
C: 2.014 -1.079 -0.128
C: -2.274 1.678 -1.015
H: 2.880 -0.845 0.531
H: -0.497 0.644 -0.381
H: 0.896 -2.305 1.401
H: 0.861 0.669 1.487
H: -2.885 0.915 -0.519
H: -0.399 1.125 -2.184
H: -2.770 1.931 -2.038
H: -0.159 -1.455 0.301
H: 1.469 -0.405 2.660
H: -0.256 -0.035 2.107
H: 1.851 -0.326 -0.844
H: -1.395 -0.116 -1.651
H: -1.989 2.456 -0.360
H: 2.131 -2.005 -0.762



No. 2
The following is a DFT calculation (wB97M-V/def2-TZVPD) of a molecular structure, C24H24N7O3PdS2.

Properties
Net charge ... -1
Frontier orbital gap ... 7.163 eV
LUMO level ... 2.67 eV
Energy relative to the best compared isomer or geometry (same formula, charge and spin) ... 0.0 kcal/mol

CARTESIAN COORDINATES (ANGSTROEM)
Pd: -0.154 -0.758 0.230
S: 1.227 2.185 0.116
S: 0.328 -2.945 -4.445
O: 1.120 3.574 -0.234
O: -3.376 -1.737 0.798
O: 2.084 1.370 -0.725
N: 3.296 1.764 5.674
N: -2.328 1.036 0.847
N: -0.165 1.384 0.240
N: 1.392 -0.953 -2.579
N: -1.481 3.259 0.866
N: 0.027 -2.804 0.124
N: 0.416 -3.115 -2.751
C: -3.914 -3.547 -0.652
C: -0.574 0.735 -5.864
C: 0.289 -3.082 1.433
C: 0.921 -2.159 -2.078
C: -0.531 -0.645 -5.704
C: 2.391 3.099 3.863
C: 1.895 2.082 1.749
C: 0.157 -1.202 -4.637
C: 1.089 -2.320 -0.593
C: 2.423 -2.339 -0.093
C: -3.808 2.862 1.217
C: 0.689 1.003 -3.829
C: -3.540 1.508 1.086
C: -2.701 3.690 1.135
C: -3.335 -2.153 -0.562
C: 2.824 0.758 3.517
C: 0.041 1.553 -4.926
C: 2.650 -2.760 1.187
C: 2.854 1.879 4.350
C: 1.546 -3.113 1.985
C: 1.910 3.200 2.567
C: 0.756 -0.378 -3.688
C: 2.348 0.858 2.224
C: -1.333 1.939 0.660
H: 1.546 4.141 2.177
H: 1.671 -3.409 3.018
H: -0.586 -3.357 2.011
H: -4.319 0.759 1.204
H: 3.224 -2.012 -0.744
H: 0.002 2.629 -5.034
H: -2.797 4.762 1.294
H: -2.795 -0.963 0.885
H: 2.403 3.972 4.506
H: -3.922 -3.890 -1.688
H: -2.304 -2.158 -0.925
H: -1.023 -1.299 -6.414
H: -4.801 3.236 1.413
H: 3.647 2.622 6.068
H: -3.913 -1.461 -1.189
H: 3.937 1.001 5.828
H: 2.319 -0.014 1.579
H: 3.657 -2.802 1.585
H: -4.935 -3.568 -0.266
H: 1.637 -0.275 -1.859
H: -1.096 1.166 -6.708
H: 3.170 -0.199 3.892
H: -3.308 -4.240 -0.067
H: 1.152 1.628 -3.075



No. 3
The following is a DFT calculation (wB97M-V/def2-TZVPD) of C2H5NOS in the gas phase in a non-equilibrium geometry.

Properties
Net charge ... 0
Frontier orbital gap ... 9.813 eV
LUMO level ... 0.18 eV
SMILES ... CC(=O)NS
Energy relative to the best compared isomer or geometry (same formula, charge and spin) ... 90.0 kcal/mol

CARTESIAN COORDINATES (ANGSTROEM)
S: 1.255 0.760 1.021
O: -0.786 -0.786 -1.911
N: -0.197 1.005 -0.184
C: -0.644 -0.533 -0.706
C: -1.018 -1.371 0.305
H: -2.288 -1.630 0.143
H: -0.289 -2.222 0.676
H: -0.932 -0.636 1.212
H: 0.455 1.121 -1.114
H: 0.608 1.894 1.728



No. 4
The following is a DFT calculation (wB97M-V/def2-TZVPD) of a molecular structure, C14H27AlBO9 in a non-equilibrium geometry.

Properties
Net charge ... -1
Frontier orbital gap ... 7.140 eV
LUMO level ... 2.28 eV

CARTESIAN COORDINATES (ANGSTROEM)
Al: -2.020 0.539 -1.648
O: -4.164 2.525 -0.570
O: -4.916 -0.006 4.390
O: 5.342 -2.267 -2.042
O: -6.918 0.677 5.172
O: 3.313 -3.093 -2.604
O: -3.505 0.108 -0.622
O: -4.539 1.126 1.364
O: -1.069 -0.793 -2.493
O: -0.541 0.949 -0.578
C: 2.624 0.647 -1.357
C: 6.633 -2.226 -2.666
C: 3.742 1.645 -0.798
C: 4.481 -2.969 -2.832
C: 6.659 -3.405 -3.615
C: -6.761 2.966 4.696
C: 1.689 0.314 -0.118
C: -5.745 0.851 4.504
C: -7.729 1.850 5.030
C: 5.207 -3.511 -4.038
C: -5.683 2.235 3.913
C: 2.519 -0.617 0.858
C: 0.246 -0.232 -0.488
C: 0.038 -1.262 -1.705
B: -4.034 1.236 0.028
H: 6.737 -1.270 -3.186
H: 1.971 -1.539 1.171
H: 2.103 1.167 -2.196
H: -7.223 3.787 4.147
H: -8.455 1.677 4.230
H: 3.327 2.353 -0.037
H: -4.174 0.341 1.792
H: 7.352 -3.273 -4.446
H: -8.267 2.037 5.960
H: 3.152 -0.254 -1.751
H: 7.407 -2.298 -1.902
H: 1.530 1.295 0.405
H: -0.065 -0.818 0.421
H: 6.951 -4.310 -3.074
H: 4.918 -4.540 -4.238
H: -4.702 2.680 4.063
H: -5.918 2.176 2.850
H: 4.986 -2.876 -4.899
H: -0.408 -2.181 -1.227
H: -2.432 1.600 -2.765
H: 3.523 -0.856 0.410
H: -6.334 3.375 5.616
H: 2.756 -0.065 1.812
H: 4.219 2.253 -1.606
H: 0.930 -1.676 -2.255
H: -3.297 2.896 -0.774
H: 4.543 1.030 -0.300



No. 5
The following is a DFT calculation (wB97M-V/def2-TZVPD) of C6H12O in the gas phase.

Properties
Net charge ... 0
Frontier orbital gap ... 10.898 eV
LUMO level ... 1.19 eV
SMILES ... CCOCC1CC1
Energy relative to the best compared isomer or geometry (same formula, charge and spin) ... 34.6 kcal/mol

CARTESIAN COORDINATES (ANGSTROEM)
O: 0.826 0.214 0.204
C: -0.257 -0.412 -0.439
C: 2.039 0.053 -0.499
C: -2.431 0.934 0.052
C: 3.180 0.098 0.496
C: -1.518 -0.216 0.355
C: -2.827 -0.462 -0.339
H: -2.959 1.409 0.874
H: -0.045 -1.490 -0.544
H: 3.055 -0.703 1.233
H: -2.131 1.616 -0.740
H: -2.800 -0.722 -1.395
H: 4.139 -0.034 -0.014
H: -0.394 -0.007 -1.457
H: -3.616 -0.956 0.220
H: 2.046 -0.914 -1.028
H: -1.446 -0.534 1.393
H: 2.146 0.840 -1.264
H: 3.190 1.054 1.029



No. 6
The following is a DFT calculation (wB97M-V/def2-TZVPD) of a molecular structure, C16H18N6OOsSe.

Properties
Net charge ... +4
Frontier orbital gap ... 7.270 eV
LUMO level ... -15.34 eV
Energy relative to the best compared isomer or geometry (same formula, charge and spin) ... 0.0 kcal/mol

CARTESIAN COORDINATES (ANGSTROEM)
Os: -0.545 -0.039 0.655
Se: 1.644 3.261 0.867
O: -0.488 -1.717 -0.517
N: -0.842 2.031 -3.037
N: -0.554 0.205 -1.501
N: -0.800 -0.219 -3.681
N: 1.492 -0.538 0.946
N: 3.213 2.569 1.120
N: 0.867 1.577 0.768
C: -0.746 0.748 -2.787
C: -0.557 -1.101 -1.640
C: -0.989 -0.223 2.989
C: -0.691 -1.537 -3.052
C: -2.243 1.247 1.429
C: 2.443 -1.447 1.144
C: -2.514 -1.163 1.264
C: -1.486 -1.331 2.234
C: 4.197 0.258 1.348
C: 3.177 1.242 1.150
C: 3.797 -1.057 1.338
C: -0.932 -0.022 -5.142
C: -1.382 1.064 2.546
C: -2.866 0.126 0.826
C: -0.102 -0.417 4.166
C: 1.878 0.746 0.951
H: -0.963 1.937 3.036
H: -2.928 -2.040 0.776
H: 0.183 -2.096 -3.405
H: -0.896 -0.997 -5.621
H: 2.161 -2.494 1.144
H: 4.524 -1.847 1.483
H: -1.150 -2.334 2.481
H: -0.752 -0.512 5.047
H: -0.778 2.724 -2.309
H: -0.985 2.371 -3.981
H: 0.550 0.438 4.343
H: 0.476 -1.337 4.102
H: -0.104 0.581 -5.513
H: -1.579 -2.156 -3.218
H: 5.233 0.543 1.500
H: -2.486 2.248 1.092
H: -1.891 0.443 -5.369
H: -3.585 0.263 0.027



No. 7
The following is a DFT calculation (wB97M-V/def2-TZVPD) of a molecular structure, C20H28NO3V in a non-equilibrium geometry.

Properties
Multiplicity ... 2
Net charge ... +1
Frontier orbital gap (alpha / beta) ... 6.869 / 7.851 eV
LUMO level (alpha / beta) ... -4.69 / -3.74 eV
Energy relative to the best compared isomer or geometry (same formula, charge and spin) ... 3.0 kcal/mol

CARTESIAN COORDINATES (ANGSTROEM)
V: 0.031 0.542 -1.428
O: -0.021 3.146 1.896
O: -1.350 -3.607 -3.869
O: 0.193 0.370 -3.424
N: 0.058 2.157 -0.295
C: -0.586 -4.698 -3.264
C: 0.425 -0.896 -4.204
C: -1.866 -5.379 -2.715
C: 1.937 -0.676 -1.674
C: 0.009 1.511 -4.350
C: 0.270 -0.542 -5.667
C: 0.181 -5.389 -4.368
C: -2.324 0.716 -1.994
C: -1.893 -0.620 -2.246
C: -0.128 0.925 -5.749
C: 2.495 1.156 -0.378
C: -1.661 -0.209 0.019
C: -2.572 -4.133 -3.270
C: 2.006 0.149 0.487
C: 2.413 0.685 -1.727
C: 0.377 -4.261 -2.174
C: 0.023 2.645 0.812
C: -2.274 0.928 -0.586
C: 1.543 -0.944 -0.314
C: -1.394 -1.169 -1.020
H: 2.065 0.149 1.575
H: 0.970 -5.130 -1.843
H: -0.284 -1.667 -3.870
H: -2.682 1.418 -2.751
H: -1.922 -5.465 -1.625
H: -2.141 -6.300 -3.233
H: 0.534 1.459 -6.430
H: 1.453 -1.228 -4.005
H: -0.884 2.075 -4.041
H: -0.447 -1.219 -6.126
H: 1.240 -0.697 -6.137
H: -2.935 -3.455 -2.487
H: 0.926 2.108 -4.256
H: -0.144 -3.853 -1.300
H: -1.514 -0.399 1.085
H: -2.707 1.790 -0.082
H: 1.076 -3.499 -2.550
H: 0.717 -6.265 -3.988
H: -2.040 -1.173 -3.173
H: -0.479 -5.666 -5.189
H: 0.927 -4.694 -4.764
H: 2.960 2.099 -0.094
H: 2.776 1.196 -2.624
H: -1.155 1.047 -6.099
H: 1.201 -1.914 0.037
H: -1.041 -2.190 -0.880
H: -3.338 -4.323 -4.031
H: 2.145 -1.440 -2.417



No. 8
The following is a DFT calculation (wB97M-V/def2-TZVPD) of a molecular structure, C4H5NO in a non-equilibrium geometry.

Properties
Net charge ... 0
Frontier orbital gap ... 9.088 eV
LUMO level ... 0.98 eV
Energy relative to the best compared isomer or geometry (same formula, charge and spin) ... 98.8 kcal/mol

CARTESIAN COORDINATES (ANGSTROEM)
O: -1.469 0.575 1.269
N: 1.768 -0.195 -0.297
C: -0.589 -1.104 -0.200
C: -0.397 0.915 0.411
C: 0.435 -0.247 -0.009
C: -1.562 0.040 -0.027
H: -1.797 0.751 -0.810
H: 2.284 0.536 0.165
H: -0.237 1.978 0.234
H: 2.244 -1.080 -0.365
H: -0.681 -2.168 -0.371



Question: net charge of number 5 (C6H12O)?
Answer: 0



Question: Number 5 is which compound?
Answer: C6H12O



Question: What is the net charge in the sixth record?
Answer: +4